Entry from the OMol25 dataset: a molecular structure, C24H28BrN4SV in a non-equilibrium geometry (wB97M-V/def2-TZVPD).

Values from the calculation:
Multiplicity ... 4
Net charge ... +1
E ... -5066.3034 Eh
⟨S²⟩ ... 3.7696

XYZ file:
```
59
Properties=species:S:1:pos:R:3:mulliken_charge:R:1
V 0.0276 -0.9813 -0.1611 0.6017
C -0.2385 2.4372 -0.0746 -1.2770
C -1.0977 2.6458 1.1706 0.3614
C -2.4818 3.2086 0.8396 -1.5481
C -1.0464 1.3662 1.9754 0.7635
C -0.1905 1.3166 3.0387 -1.0879
C 0.1523 0.0506 3.6316 -0.8123
C -0.5828 -1.0710 3.3423 1.2513
C -0.0747 -2.3916 3.8484 -1.6456
C -1.6147 -0.9972 2.3732 -0.3643
C -1.7587 0.1962 1.6291 -0.6541
H -0.0999 3.3910 -0.5268 0.5361
H -0.8926 1.9086 -0.7724 0.2297
H 0.7443 1.9137 0.0050 0.1124
H -0.6007 3.3764 1.8039 0.4932
H -3.0835 2.5381 0.1311 0.2317
H -2.3924 4.1975 0.3274 0.4077
H -3.1017 3.4397 1.7025 0.4054
H 0.3525 2.1615 3.4558 0.3140
H 0.9713 -0.0494 4.3271 0.4190
H -0.8351 -3.0176 4.3062 0.4523
H 0.6318 -2.1877 4.5851 0.4666
H 0.4908 -2.9891 3.0867 0.2137
H -2.1227 -1.8909 2.1127 0.4584
H -2.5538 0.2978 0.8692 0.3126
C 0.5043 0.8589 -5.3275 -0.8949
N 1.2280 1.1407 -4.0443 0.1267
C 1.8576 2.3246 -3.8680 -0.8867
C 2.3106 2.4354 -2.6287 -0.3136
N 2.1039 1.1758 -2.0762 0.5963
C 1.3662 0.3832 -2.8917 0.3349
S 0.4753 -0.9833 -2.4770 -0.5064
C 2.7800 0.7222 -0.8074 0.3121
C 3.9275 1.4830 -0.4761 -1.1079
C 4.5986 1.2484 0.6954 -0.4569
C 4.1442 0.2245 1.5389 -0.9132
C 2.9373 -0.4077 1.1497 -0.0291
N 2.1894 -0.1227 0.0561 0.6377
H -0.1474 1.7303 -5.4449 0.3934
H -0.2065 0.0252 -5.1647 0.2953
H 1.2547 0.5307 -6.1505 0.2813
H 1.7517 3.1299 -4.5461 0.3963
H 2.6458 3.2632 -2.0128 0.5491
H 4.2561 2.2206 -1.1451 0.6526
H 5.4848 1.8087 0.9759 0.4285
H 4.6061 0.0364 2.5171 0.3930
H 2.4696 -1.1041 1.9368 0.1810
Br -5.7922 -2.5043 -0.8349 -0.1626
C -4.0096 -3.0556 -0.7355 -0.2365
C -3.6728 -4.4315 -0.7760 -0.2172
C -2.2932 -4.7591 -0.6457 -0.7273
C -1.4156 -3.7019 -0.5185 -0.2500
N -1.7482 -2.3931 -0.6095 0.2177
C -3.0255 -2.0206 -0.7242 -0.3664
H -4.3812 -5.2012 -0.8034 0.5357
H -1.8858 -5.7624 -0.6264 0.4198
H -0.3552 -3.8789 -0.2974 0.3292
H -3.3880 -0.9638 -0.7820 0.4927
H 0.8269 -2.3209 0.5179 -0.1461
```